(1)
The following is a DFT calculation (the ωB97M-V functional and the def2-TZVPD basis) of 10 unconnected molecules or ions with the total composition C25H59BCl2F4N2O12 at a distorted geometry.

Each line ends with the Löwdin charge.
Geometry (Å):
C  -1.9522  -0.7322  -1.4564  -0.054
C  -1.0634  0.3554  -0.8943  -0.179
N  0.1253  -0.0671  -0.1694  -0.008
C  1.1425  -0.8296  -0.6374  -0.011
C  2.0501  -0.9415  0.3659  -0.025
N  1.5337  -0.2936  1.4377  -0.068
C  0.3015  0.1866  1.1460  0.063
C  2.2325  -0.1190  2.7017  0.023
H  -2.5082  -0.3754  -2.3223  0.079
H  -2.7738  -0.9928  -0.7792  0.070
H  -1.4352  -1.6786  -1.6081  0.043
H  -1.5899  1.0936  -0.2865  0.123
H  -0.7252  1.0395  -1.6789  0.087
H  1.1437  -1.3198  -1.5945  0.111
H  3.0594  -1.3122  0.4137  0.128
H  -0.3690  0.7020  1.8113  0.151
H  1.5788  0.3934  3.3996  0.105
H  3.1341  0.4692  2.5284  0.101
H  2.6181  -1.0416  3.1349  0.093
B  1.6217  3.8570  1.9722  -1.249
F  2.4202  4.3704  3.0282  0.072
F  0.4930  3.2728  2.5404  0.091
F  1.2130  4.8657  1.0797  0.089
F  2.4574  2.9638  1.2553  0.074
C  6.8992  2.1555  4.2947  -0.178
C  6.0147  1.0796  4.8193  -0.211
C  5.9478  1.2755  6.3278  -0.200
O  6.0842  2.6952  6.4512  -0.130
C  6.4239  3.2964  5.1889  -0.190
H  6.8786  2.2061  3.2078  0.117
H  7.9514  1.9662  4.5411  0.115
H  6.3667  0.0974  4.4878  0.113
H  4.9816  1.2123  4.4807  0.108
H  6.7833  0.7653  6.8217  0.113
H  5.0383  0.8449  6.7482  0.113
H  7.1464  4.1026  5.3050  0.116
H  5.5406  3.7509  4.7278  0.120
C  -2.6217  4.3700  0.1618  -0.127
C  -3.1767  3.6087  -1.0719  -0.123
C  -1.8877  2.9698  -1.7216  -0.224
O  -0.9743  2.9361  -0.6564  -0.203
C  -1.1033  4.1124  0.1340  -0.154
H  -3.1557  3.9284  1.0020  0.094
H  -2.8041  5.4382  0.0641  0.105
H  -3.6710  4.3596  -1.6880  0.101
H  -3.8324  2.7619  -0.8852  0.091
H  -1.4494  3.5370  -2.5503  0.117
H  -2.1912  2.0407  -2.2093  0.101
H  -0.5378  4.8863  -0.3923  0.130
H  -0.6453  3.8627  1.0880  0.092
C  -6.1444  -0.2103  -2.8681  -0.248
C  -5.8454  -1.6625  -3.1709  -0.222
O  -6.6785  -2.4833  -2.3271  -0.088
O  -5.4208  0.2566  -1.7219  -0.070
H  -7.2065  0.0578  -2.7860  0.120
H  -5.8966  0.3851  -3.7575  0.121
H  -4.8167  -1.8710  -2.8885  0.084
H  -6.0382  -1.9335  -4.2105  0.122
H  -7.5980  -2.3079  -2.5453  0.084
H  -5.5382  -0.5196  -1.1494  0.080
C  -0.2943  -2.9323  -4.3360  -0.234
C  0.0344  -3.3008  -5.7917  -0.244
O  1.2192  -4.0351  -5.9909  -0.040
O  0.4624  -1.8241  -3.8508  -0.102
H  -0.0093  -3.8094  -3.7411  0.119
H  -1.3719  -2.8322  -4.2564  0.083
H  0.0136  -2.3870  -6.3976  0.123
H  -0.8444  -3.8734  -6.1080  0.123
H  1.7948  -3.8459  -5.2431  0.075
H  1.4011  -2.0302  -3.8568  0.094
C  -3.7884  1.2862  5.1994  -0.232
C  -3.6847  0.9695  3.7062  -0.197
O  -2.3682  0.3942  3.4947  -0.102
O  -5.1874  1.2418  5.5479  -0.088
H  -3.3686  2.2642  5.4508  0.122
H  -3.3529  0.5091  5.8348  0.118
H  -3.7099  1.9356  3.2011  0.115
H  -4.4275  0.2499  3.3844  0.122
H  -1.7586  1.1218  3.6722  0.072
H  -5.2894  1.6170  6.4273  0.080
C  4.2611  -4.6749  1.6151  -0.239
C  4.1584  -5.7088  0.5123  -0.258
O  4.6658  -5.2995  -0.7361  -0.050
O  3.4126  -3.5314  1.5061  -0.089
H  5.2484  -4.2083  1.5935  0.125
H  4.1547  -5.2033  2.5675  0.119
H  3.0881  -5.9791  0.4544  0.119
H  4.6061  -6.6789  0.7234  0.126
H  4.2095  -4.5214  -1.0656  0.080
H  2.5502  -3.8337  1.1881  0.082
C  1.1284  1.6604  -4.4713  -0.236
C  -0.0011  1.4570  -5.4688  -0.232
O  -0.8279  0.3838  -5.0759  -0.078
O  0.7257  2.3472  -3.3005  -0.047
H  2.0245  2.0884  -4.9328  0.118
H  1.4885  0.6705  -4.1602  0.104
H  0.4362  1.2446  -6.4512  0.113
H  -0.5715  2.3767  -5.5989  0.123
H  -0.3288  -0.2820  -4.5928  0.022
H  1.0593  1.8924  -2.5238  0.077
C  -3.7257  -4.4334  -0.8092  -0.958
Cl  -3.9978  -6.1935  -0.6653  0.504
Cl  -2.9546  -4.1226  -2.3946  0.529
H  -4.7228  -4.0084  -0.8484  0.009
H  -3.0883  -3.9976  -0.0507  0.031

Its HOMO-LUMO gap is 8.370 eV. For the total energy, the calculation gives -3345.0535 Eh. Its spin multiplicity is 1.

---

(2)
The following is a DFT calculation (the ωB97M-V functional and the def2-TZVPD basis) of 4 unconnected molecules or ions with the total composition C25H59N7O2P at a distorted geometry.

Each line ends with the Löwdin charge.
Geometry (Å):
C  9.2913  -3.0859  -0.7305  -0.071
N  8.2476  -2.7872  0.3251  -0.200
C  8.0900  -3.9931  1.2316  -0.094
C  6.9400  -2.4992  -0.2849  -0.321
O  6.3796  -3.3480  -1.0353  0.054
C  6.0883  -1.1475  -0.0270  -0.017
N  4.8053  -1.6143  0.6266  -0.100
C  4.7828  -1.6249  2.0560  0.054
N  3.4512  -2.1480  2.3225  0.070
C  2.7021  -2.4530  1.1086  -0.281
P  0.9611  -3.1932  0.9554  0.858
N  0.3079  -2.8642  -0.6624  -0.187
O  1.2007  -4.9153  0.9796  -0.330
C  3.6292  -2.0845  -0.0661  0.057
H  8.8324  -3.3977  -1.7358  0.102
H  9.9157  -2.1421  -0.8651  0.096
H  9.9184  -3.9584  -0.3348  0.099
H  9.1192  -4.2124  1.6984  0.107
H  7.3338  -3.7912  2.0805  0.090
H  7.7111  -4.9166  0.6791  0.102
H  5.8865  -0.5737  -1.0011  0.155
H  6.6121  -0.4141  0.6765  0.139
H  5.6023  -1.3252  2.7798  0.164
H  3.0684  -2.3156  3.2698  0.164
H  -0.6306  -2.4337  -0.5858  0.036
H  0.1404  -3.7956  -1.0820  0.041
H  1.6124  -5.0872  0.0903  0.055
H  3.4963  -2.1371  -1.1911  0.151
C  -5.2300  -1.3440  -1.8289  -0.087
C  -4.0375  -0.4230  -2.0591  -0.271
N  -3.0934  -0.9169  -3.0568  -0.197
C  -1.8325  -0.1808  -3.0738  -0.264
C  -1.8793  1.2921  -3.4804  -0.086
C  -3.6498  -1.2321  -4.3697  -0.243
C  -4.3705  -0.1126  -5.1196  -0.080
H  -4.9052  -2.3526  -1.5596  0.077
H  -5.8420  -0.9587  -1.0090  0.077
H  -5.8730  -1.4081  -2.7101  0.059
H  -3.5161  -0.3327  -1.0989  0.114
H  -4.4073  0.5786  -2.3096  0.091
H  -1.1170  -0.7019  -3.7199  0.109
H  -1.3946  -0.2403  -2.0692  0.093
H  -2.0106  1.4094  -4.5562  0.058
H  -0.9292  1.7721  -3.2235  0.071
H  -2.6685  1.8425  -2.9653  0.069
H  -4.3496  -2.0667  -4.2540  0.103
H  -2.8599  -1.6355  -5.0122  0.115
H  -5.0383  0.4637  -4.4771  0.055
H  -4.9799  -0.5428  -5.9198  0.075
H  -3.6670  0.5713  -5.5953  0.059
C  -7.5603  4.1057  -2.0563  -0.091
C  -7.4009  3.0525  -3.1466  -0.274
N  -8.5810  2.2170  -3.3373  -0.191
C  -8.3318  1.0485  -4.1763  -0.247
C  -7.9595  1.2942  -5.6386  -0.091
C  -9.8328  2.9201  -3.6028  -0.246
C  -9.8822  3.8449  -4.8192  -0.086
H  -7.8456  3.6500  -1.1045  0.079
H  -6.6122  4.6295  -1.9064  0.072
H  -8.3073  4.8580  -2.3209  0.066
H  -6.5630  2.4112  -2.8483  0.106
H  -7.0990  3.5491  -4.0768  0.098
H  -9.2028  0.3849  -4.1412  0.114
H  -7.5223  0.4694  -3.7141  0.090
H  -8.8260  1.5867  -6.2320  0.057
H  -7.5740  0.3677  -6.0770  0.066
H  -7.1817  2.0521  -5.7499  0.067
H  -10.0874  3.5125  -2.7173  0.102
H  -10.6482  2.1933  -3.6794  0.116
H  -8.9914  4.4682  -4.9116  0.068
H  -10.7416  4.5163  -4.7329  0.074
H  -10.0142  3.2850  -5.7455  0.055
C  3.7153  0.0599  8.2926  -0.090
C  4.9046  0.9828  8.0528  -0.265
N  5.8436  0.4883  7.0509  -0.192
C  7.1044  1.2270  7.0241  -0.247
C  7.0526  2.6987  6.6137  -0.087
C  5.2814  0.1696  5.7453  -0.268
C  4.5541  1.2854  4.9945  -0.086
H  4.0439  -0.9472  8.5624  0.081
H  3.1077  0.4458  9.1151  0.078
H  3.0666  -0.0077  7.4151  0.061
H  5.4312  1.0763  9.0088  0.123
H  4.5315  1.9829  7.8022  0.100
H  7.8164  0.7048  6.3750  0.111
H  7.5479  1.1707  8.0248  0.113
H  6.9143  2.8133  5.5379  0.053
H  8.0031  3.1806  6.8632  0.076
H  6.2659  3.2494  7.1322  0.070
H  4.5828  -0.6669  5.8675  0.094
H  6.0697  -0.2345  5.0985  0.098
H  3.8889  1.8628  5.6372  0.075
H  3.9405  0.8506  4.1978  0.055
H  5.2545  1.9684  4.5131  0.057

Its HOMO-LUMO gap is 5.504 eV. For the total energy, the calculation gives -1862.6853 Eh. Its spin multiplicity is 1. The net charge is +1.